# 1
Below is a cluster of 2 separate species, C7H14 in total, with properties calculated with the ωB97M-V functional and the def2-TZVPD basis.

```
21
Properties=species:S:1:pos:R:3:nbo_charge:R:1
C -0.587 1.682 0.374 -0.592
C -0.604 0.197 -0.005 -0.112
C -1.519 -0.051 -1.219 -0.589
C -1.097 -0.632 1.190 -0.594
C 0.752 -0.229 -0.462 0.066
C 1.878 0.035 -1.039 -0.206
C 1.567 -1.423 -0.873 -0.441
H 0.043 1.847 1.256 0.214
H -0.196 2.299 -0.442 0.212
H -1.600 2.028 0.612 0.208
H -2.548 0.259 -1.005 0.209
H -1.157 0.504 -2.090 0.214
H -1.526 -1.117 -1.479 0.213
H -0.507 -0.430 2.092 0.210
H -2.141 -0.377 1.412 0.209
H -1.045 -1.706 0.982 0.215
H 1.957 -0.059 2.163 -0.011
H 2.572 0.743 -1.465 0.221
H 2.402 0.451 1.867 0.010
H 2.096 -2.018 -0.123 0.174
H 1.260 -2.008 -1.747 0.170
```

Output
Highest occupied orbital energy ... -8.980 eV
Structure (SMILES) ... CC(C)(C)C1=CC1.[H][H]
Frontier orbital gap ... 9.98 eV
Relative energy (zero: lowest compared OMol25 entry of this formula, charge and spin) ... 322.3 kJ/mol
Lowest unoccupied orbital energy ... 0.998 eV

=====

# 2
Below is a structure of composition C21H24Cl5IKN3O2PS, with properties calculated with the ωB97M-V functional and the def2-TZVPD basis.

```
59
Properties=species:S:1:pos:R:3:nbo_charge:R:1
K -0.062 0.012 -0.276 0.884
Cl -1.127 4.505 5.988 0.009
C -0.887 3.824 4.415 -0.176
C -0.488 2.497 4.261 -0.056
Cl -0.218 1.523 5.668 0.021
C -0.295 1.962 3.005 -0.182
Cl 0.218 0.306 2.812 -0.002
C -0.453 2.712 1.797 0.441
O -0.198 2.233 0.669 -0.787
C -0.913 4.054 2.006 -0.191
Cl -1.161 4.998 0.580 0.010
C -1.103 4.585 3.266 -0.056
Cl -1.605 6.238 3.429 0.014
I 0.123 -3.718 -0.420 -0.234
C -1.672 -2.353 -0.639 -0.996
H -2.220 -2.714 0.246 0.146
H -2.179 -2.873 -1.467 0.141
C 2.224 6.035 1.842 -0.634
C 2.550 4.625 1.446 0.008
C 2.601 4.231 0.113 -0.194
C 2.860 2.917 -0.237 -0.207
C 3.069 1.986 0.766 -0.216
C 3.012 2.348 2.107 -0.220
C 2.767 3.670 2.438 -0.209
S 3.249 0.254 0.437 1.273
C 4.950 0.202 -0.133 -0.818
O 2.441 -0.081 -0.791 -1.025
H 2.034 6.669 0.978 0.216
H 3.042 6.475 2.418 0.214
H 1.330 6.059 2.468 0.236
H 2.398 4.961 -0.661 0.212
H 2.848 2.604 -1.274 0.229
H 3.111 1.594 2.877 0.228
H 2.690 3.954 3.481 0.217
H 5.065 0.838 -1.009 0.233
H 5.157 -0.835 -0.389 0.240
H 5.610 0.533 0.669 0.228
C 1.381 0.961 -6.019 -0.068
N 1.956 0.736 -4.699 -0.469
C 2.231 -0.697 -4.550 -0.076
N 1.076 -1.553 -4.791 -0.464
C 0.535 -1.249 -6.108 -0.068
N 0.194 0.160 -6.313 -0.471
C -0.927 0.553 -5.446 -0.523
P -0.612 0.339 -3.633 0.705
C 1.043 1.180 -3.633 -0.544
C 0.059 -1.380 -3.744 -0.539
H 2.142 0.711 -6.765 0.187
H 1.131 2.020 -6.125 0.188
H 2.606 -0.879 -3.541 0.216
H 3.008 -0.964 -5.274 0.183
H -0.356 -1.857 -6.275 0.192
H 1.287 -1.519 -6.857 0.186
H -1.807 -0.029 -5.734 0.216
H -1.174 1.600 -5.645 0.212
H 1.545 0.976 -2.684 0.246
H 0.897 2.262 -3.706 0.212
H -0.761 -2.082 -3.919 0.229
H 0.474 -1.692 -2.780 0.252
```

Output
Highest occupied orbital energy ... -3.846 eV
Frontier orbital gap ... 5.91 eV
Net charge ... -1
Relative energy (zero: lowest compared OMol25 entry of this formula, charge and spin) ... 100.2 kJ/mol
Lowest unoccupied orbital energy ... 2.064 eV

=====

# 3
Below is a cluster of 18 separate species, C29H40Cl51FIN3O3PS in total, with properties calculated with the ωB97M-V functional and the def2-TZVPD basis.

```
130
Properties=species:S:1:pos:R:3:lowdin_charge:R:1
C 5.012 2.996 0.677 -0.084
C 4.644 1.792 -0.191 -0.169
C 4.351 0.528 0.581 -0.272
F 5.471 -0.292 0.483 -0.009
C 3.106 -0.220 0.137 -0.397
C 2.159 -0.669 1.208 -0.267
O 1.145 -1.314 0.517 -0.366
P 1.817 -2.285 -0.730 0.420
I -0.349 -3.710 -1.083 0.391
C 2.384 -3.629 0.509 -0.431
N 1.696 -3.808 1.779 -0.055
C 1.168 -1.173 -2.155 -0.336
C -0.136 -0.386 -1.968 -0.289
C 0.034 1.128 -2.139 -0.248
C -0.671 1.991 -1.109 -0.433
S -0.253 1.509 0.568 1.020
C -1.633 0.634 1.050 -0.741
N -2.778 0.554 0.531 0.089
N -3.526 -0.279 1.376 0.066
C -2.769 -0.619 2.305 -0.271
O -1.534 -0.087 2.179 0.028
O 3.320 -1.323 -0.637 -0.245
H 5.102 2.752 1.722 0.065
H 5.904 3.468 0.314 0.061
H 4.244 3.746 0.595 0.056
H 5.453 1.556 -0.854 0.111
H 3.811 2.059 -0.819 0.101
H 4.243 0.791 1.625 0.137
H 2.512 0.526 -0.403 0.113
H 2.702 -1.308 1.913 0.115
H 1.733 0.116 1.816 0.089
H 2.501 -3.084 -1.735 0.009
H 3.443 -3.522 0.657 0.075
H 2.253 -4.544 -0.043 -0.003
H 0.702 -3.647 1.676 0.023
H 2.083 -3.248 2.523 0.061
H 1.031 -1.858 -2.969 0.027
H 1.949 -0.513 -2.469 0.065
H -0.805 -0.680 -2.758 0.090
H -0.640 -0.634 -1.050 0.037
H 1.074 1.419 -2.152 0.089
H -0.372 1.408 -3.100 0.105
H -0.316 3.004 -1.182 0.064
H -1.735 2.042 -1.241 0.048
H -3.014 -1.230 3.134 0.128
C 7.421 -3.864 -1.461 -1.543
Cl 8.907 -2.912 -1.308 0.503
Cl 6.578 -3.453 -2.955 0.509
Cl 7.783 -5.587 -1.407 0.509
H 6.769 -3.634 -0.620 0.019
C -1.909 5.706 1.981 -1.515
Cl -1.866 3.958 2.121 0.560
Cl -0.643 6.448 2.963 0.528
Cl -1.753 6.189 0.290 0.548
H -2.869 6.058 2.334 0.005
C 1.647 -6.768 2.545 -1.537
Cl 3.317 -7.323 2.779 0.487
Cl 1.073 -7.191 0.946 0.524
Cl 0.577 -7.438 3.793 0.478
H 1.638 -5.682 2.620 -0.037
C -2.467 -9.826 2.614 -1.555
Cl -3.648 -11.139 2.489 0.502
Cl -1.885 -9.341 1.029 0.507
Cl -3.159 -8.456 3.483 0.518
H -1.625 -10.192 3.184 0.006
C -3.901 -9.990 -2.752 -1.556
Cl -2.594 -8.901 -2.307 0.520
Cl -3.319 -11.271 -3.821 0.514
Cl -4.672 -10.675 -1.321 0.513
H -4.644 -9.420 -3.291 0.007
C 3.929 -5.900 -4.711 -1.543
Cl 2.498 -6.643 -5.432 0.487
Cl 3.939 -4.164 -5.001 0.496
Cl 3.985 -6.223 -2.985 0.529
H 4.811 -6.324 -5.170 0.012
C -0.646 9.607 0.264 -1.571
Cl -0.879 9.548 -1.482 0.502
Cl 1.059 9.723 0.689 0.525
Cl -1.553 10.947 0.975 0.514
H -1.032 8.685 0.675 -0.071
C 2.911 7.382 4.489 -1.579
Cl 2.077 8.858 4.006 0.490
Cl 3.463 6.483 3.076 0.534
Cl 4.260 7.750 5.567 0.518
H 2.209 6.763 5.029 -0.039
C -5.682 7.402 -0.251 -1.537
Cl -4.501 8.634 0.188 0.515
Cl -5.073 6.363 -1.533 0.507
Cl -6.109 6.437 1.165 0.521
H -6.578 7.895 -0.603 0.014
C -6.046 2.577 -3.141 -1.597
Cl -6.997 4.061 -3.241 0.500
Cl -6.011 1.755 -4.699 0.536
Cl -4.414 2.916 -2.571 0.504
H -6.522 1.922 -2.424 -0.052
C 0.179 8.800 7.415 -1.534
Cl 1.185 10.237 7.231 0.521
Cl -1.003 8.692 6.112 0.517
Cl 1.170 7.340 7.478 0.551
H -0.354 8.881 8.352 0.009
C -1.109 9.418 -5.415 -1.563
Cl 0.560 8.853 -5.419 0.528
Cl -1.788 9.386 -7.044 0.523
Cl -2.090 8.467 -4.303 0.503
H -1.114 10.443 -5.072 0.009
C -1.620 -6.522 -6.834 -1.541
Cl -0.230 -7.541 -6.471 0.496
Cl -1.999 -6.569 -8.559 0.514
Cl -2.975 -7.057 -5.846 0.522
H -1.393 -5.498 -6.565 0.012
C 2.506 -7.534 7.636 -1.550
Cl 1.341 -8.862 7.580 0.512
Cl 3.037 -7.100 6.019 0.505
Cl 1.817 -6.141 8.477 0.515
H 3.365 -7.869 8.199 0.006
C -6.459 1.171 0.730 -1.515
Cl -6.303 2.697 -0.146 0.541
Cl -6.418 1.438 2.470 0.525
Cl -7.933 0.323 0.255 0.538
H -5.608 0.548 0.480 -0.017
C -4.211 2.702 5.333 -1.548
Cl -3.018 3.754 6.102 0.525
Cl -3.454 1.651 4.145 0.563
Cl -5.090 1.760 6.539 0.530
H -4.924 3.330 4.816 0.006
C 1.842 -1.894 -8.098 -1.559
Cl 1.147 -0.934 -6.796 0.532
Cl 3.588 -2.034 -7.913 0.513
Cl 1.093 -3.492 -8.170 0.513
H 1.642 -1.391 -9.033 0.006
```

Output
Highest occupied orbital energy ... -5.031 eV
Frontier orbital gap ... 6.31 eV
Net charge ... -1
Lowest unoccupied orbital energy ... 1.282 eV

=====

# 4
Below is a cluster of 6 separate species, C30H62IN3O22S5 in total, with properties calculated with the ωB97M-V functional and the def2-TZVPD basis.

```
123
Properties=species:S:1:pos:R:3:lowdin_charge:R:1
C 4.165 1.225 -5.806 -0.123
C 3.448 0.202 -6.699 -0.261
C 3.061 -1.106 -5.991 -0.213
C 2.585 -0.946 -4.534 -0.209
C 1.422 -1.877 -4.138 -0.189
C 1.569 -2.492 -2.736 -0.200
C 0.233 -2.683 -2.021 -0.173
C -0.545 -1.402 -1.641 -0.231
C 0.300 -0.230 -1.178 -0.700
I -0.882 1.624 -1.428 0.773
O 0.653 -0.354 0.154 -0.147
C 2.047 -0.190 0.489 -0.261
C 2.212 -0.793 1.872 -0.140
C 3.670 -0.903 2.317 -0.188
C 3.805 -1.575 3.695 -0.188
C 4.149 -0.580 4.804 -0.221
N 5.564 -0.194 4.741 0.016
C 6.483 -1.098 5.293 -0.545
N 6.121 -2.239 5.708 0.143
N 7.846 -0.652 5.297 0.077
C 2.452 1.287 0.352 -0.324
C 2.131 2.148 1.559 -0.148
C 2.373 3.634 1.303 -0.241
C 1.837 4.503 2.443 -0.099
O 3.846 1.361 0.073 -0.155
C 4.151 1.778 -1.239 -0.086
H 3.461 1.882 -5.288 0.065
H 4.780 0.733 -5.046 0.070
H 4.817 1.871 -6.400 0.066
H 2.558 0.661 -7.142 0.104
H 4.106 -0.044 -7.540 0.098
H 2.278 -1.606 -6.570 0.103
H 3.930 -1.775 -6.016 0.110
H 3.427 -1.153 -3.862 0.105
H 2.288 0.094 -4.361 0.100
H 0.483 -1.314 -4.175 0.115
H 1.318 -2.675 -4.880 0.096
H 2.238 -1.865 -2.139 0.083
H 2.066 -3.466 -2.798 0.115
H -0.434 -3.240 -2.683 0.086
H 0.365 -3.320 -1.140 0.119
H -1.202 -1.093 -2.457 0.087
H -1.202 -1.635 -0.797 0.092
H 1.171 -0.028 -1.805 0.073
H 2.670 -0.768 -0.206 0.149
H 1.773 -1.797 1.846 0.128
H 1.622 -0.214 2.593 0.124
H 4.143 0.084 2.345 0.099
H 4.221 -1.473 1.560 0.118
H 4.578 -2.345 3.672 0.094
H 2.875 -2.086 3.967 0.112
H 3.891 -0.985 5.789 0.108
H 3.569 0.338 4.657 0.114
H 5.705 0.723 5.145 0.118
H 6.943 -2.744 6.028 0.054
H 7.905 0.322 5.576 0.068
H 8.204 -0.687 4.347 0.081
H 1.888 1.708 -0.493 0.085
H 2.746 1.827 2.409 0.117
H 1.076 1.993 1.821 0.129
H 1.905 3.917 0.352 0.108
H 3.450 3.796 1.182 0.111
H 1.670 5.537 2.126 0.070
H 0.889 4.113 2.822 0.042
H 2.547 4.544 3.275 0.076
H 5.234 1.710 -1.356 0.093
H 3.834 2.814 -1.417 0.093
H 3.676 1.134 -1.993 0.081
C -2.314 6.241 2.282 -0.137
C -3.661 5.767 2.786 -0.139
O -3.330 4.631 3.619 -0.185
S -1.939 4.883 4.341 0.582
O -2.152 5.388 5.655 -0.231
O -1.118 3.747 4.135 -0.220
O -1.453 6.088 3.429 -0.189
H -1.931 5.623 1.469 0.134
H -2.318 7.289 1.999 0.136
H -4.330 5.434 1.998 0.139
H -4.140 6.530 3.394 0.102
C -4.012 7.951 6.909 -0.136
C -2.872 8.951 6.914 -0.141
O -2.856 9.446 5.561 -0.186
S -4.334 9.506 4.980 0.588
O -4.870 10.812 5.086 -0.209
O -4.325 8.838 3.723 -0.235
O -5.014 8.588 6.084 -0.186
H -3.719 7.007 6.456 0.104
H -4.442 7.785 7.892 0.138
H -1.908 8.497 7.119 0.138
H -3.056 9.784 7.594 0.134
C -0.976 -7.135 -5.662 -0.147
C -0.404 -6.910 -4.275 -0.145
O -0.323 -5.478 -4.177 -0.197
S -1.538 -4.803 -4.955 0.578
O -2.591 -4.509 -4.050 -0.220
O -1.019 -3.808 -5.819 -0.207
O -1.958 -6.094 -5.797 -0.191
H -0.221 -7.013 -6.440 0.135
H -1.477 -8.092 -5.771 0.136
H 0.597 -7.314 -4.150 0.137
H -1.063 -7.287 -3.492 0.135
C -5.031 -6.567 -3.501 -0.157
C -6.029 -5.429 -3.561 -0.143
O -7.300 -6.111 -3.613 -0.188
S -7.245 -7.442 -2.747 0.585
O -7.771 -7.217 -1.448 -0.222
O -7.738 -8.508 -3.543 -0.225
O -5.657 -7.527 -2.631 -0.189
H -4.881 -7.024 -4.480 0.134
H -4.080 -6.265 -3.075 0.115
H -5.929 -4.817 -4.452 0.140
H -5.988 -4.799 -2.676 0.112
C -5.139 -1.772 1.244 -0.144
C -4.361 -0.746 0.441 -0.143
O -3.407 -1.546 -0.275 -0.223
S -4.042 -2.950 -0.664 0.576
O -4.548 -2.915 -1.991 -0.221
O -3.140 -3.970 -0.269 -0.211
O -5.281 -2.877 0.335 -0.184
H -4.588 -2.105 2.125 0.136
H -6.133 -1.436 1.526 0.136
H -3.812 -0.038 1.055 0.137
H -4.993 -0.216 -0.273 0.137
```

Output
Highest occupied orbital energy ... -9.173 eV
Structure (SMILES) ... [H]/N=C(\N)NCCCC[C@@H](O[C@H](I)CCCCCCCC)[C@@H](CCC)OC.O=S1(=O)OCCO1.O=S1(=O)OCCO1.O=S1(=O)OCCO1.O=S1(=O)OCCO1.O=S1(=O)OCCO1
Frontier orbital gap ... 9.25 eV
Lowest unoccupied orbital energy ... 0.074 eV

=====

# 5
Below is the molecule C13H14Cl2N4O5, with properties calculated with the ωB97M-V functional and the def2-TZVPD basis.

```
38
Properties=species:S:1:pos:R:3:nbo_charge:R:1
C -2.073 -2.296 3.171 -0.201
C -2.457 -2.163 2.015 -0.076
C -2.689 -1.961 0.468 -0.275
N -1.407 -1.501 -0.137 -0.361
C -0.512 -2.585 -0.664 -0.332
C -0.251 -2.479 -2.220 0.529
O 0.868 -2.620 -2.648 -0.468
Cl -1.594 -2.177 -3.400 -0.022
C -1.050 -0.222 -0.186 0.753
N -2.022 0.703 0.387 -0.598
C -1.667 2.020 -0.197 0.112
C -2.701 3.153 0.295 0.699
O -2.302 4.269 0.687 -0.673
O -4.018 2.914 0.253 -0.770
O -0.355 2.355 0.295 -0.484
C 0.641 1.554 -0.288 0.552
N 1.165 2.310 -1.500 -0.582
C 0.845 1.678 -2.551 0.873
O 0.713 1.242 -3.633 -0.459
C 1.859 1.493 0.727 -0.211
Cl 1.419 0.691 2.325 -0.064
C 3.216 0.918 0.082 -0.429
C 3.915 -0.236 0.921 -0.625
N 0.175 0.217 -0.779 -0.681
H -1.432 -2.445 4.085 0.271
H -2.967 -2.983 0.049 0.248
H -3.564 -1.284 0.254 0.301
H -0.944 -3.611 -0.432 0.276
H 0.446 -2.498 -0.047 0.253
H -1.901 0.722 1.413 0.437
H -1.635 2.034 -1.327 0.199
H 2.088 2.576 0.999 0.272
H 2.947 0.457 -0.931 0.196
H 3.922 1.772 -0.149 0.247
H 4.702 -0.698 0.233 0.222
H 4.443 0.200 1.831 0.228
H 3.221 -1.092 1.194 0.211
H 0.958 -0.428 -0.598 0.431
```

Output
Highest occupied orbital energy ... -7.177 eV
Frontier orbital gap ... 6.00 eV
Lowest unoccupied orbital energy ... -1.178 eV

=====

# 6
Below is a structure of composition C34H40GaN6O3S2, with properties calculated with the ωB97M-V functional and the def2-TZVPD basis.

```
86
Properties=species:S:1:pos:R:3:nbo_charge:R:1
Ga -1.242 -1.046 -0.945 1.714
C 2.397 -4.340 2.046 -0.253
O 1.479 -3.637 1.226 -0.507
C 0.527 -4.383 0.592 0.221
C 0.360 -5.744 0.753 -0.254
C -0.648 -6.418 0.062 -0.226
C -1.504 -5.725 -0.754 -0.160
C -1.382 -4.332 -0.905 -0.212
C -2.404 -3.657 -1.669 0.180
N -2.503 -2.379 -1.742 -0.436
N -3.585 -1.788 -2.333 -0.386
C -3.399 -0.499 -2.434 0.566
O -2.251 0.070 -2.146 -0.844
C -4.518 0.367 -2.840 -0.069
C -4.309 1.738 -2.984 -0.187
C -5.371 2.572 -3.291 -0.221
C -6.643 2.043 -3.460 -0.182
C -6.854 0.679 -3.317 -0.214
C -5.799 -0.158 -3.000 -0.171
C -0.326 -3.657 -0.263 0.392
O -0.064 -2.357 -0.408 -0.888
H 3.068 -3.593 2.464 0.190
H 2.982 -5.055 1.464 0.190
H 1.889 -4.858 2.863 0.184
H 1.003 -6.306 1.416 0.228
H -0.755 -7.486 0.189 0.228
H -2.298 -6.240 -1.280 0.220
H -3.170 -4.249 -2.165 0.213
H -3.313 2.139 -2.858 0.216
H -5.205 3.636 -3.401 0.217
H -7.471 2.695 -3.704 0.221
H -7.846 0.268 -3.452 0.223
H -5.944 -1.221 -2.861 0.236
C 5.147 -0.593 1.694 -0.601
C 3.976 0.010 2.464 -0.395
C 2.648 -0.648 2.094 -0.390
C 1.461 0.083 2.711 -0.223
N 0.195 -0.376 2.141 -0.556
C -0.847 0.375 1.816 0.392
S -2.238 -0.376 1.090 -0.223
N -0.867 1.663 2.151 -0.571
C -1.800 2.696 1.693 -0.227
C -2.400 3.483 2.855 -0.402
C -3.329 2.673 3.761 -0.400
C -4.567 2.139 3.043 -0.618
H 6.086 -0.127 1.991 0.226
H 5.023 -0.437 0.620 0.202
H 5.226 -1.666 1.879 0.206
H 3.925 1.081 2.246 0.191
H 4.149 -0.097 3.538 0.206
H 2.647 -1.691 2.417 0.210
H 2.534 -0.649 1.013 0.206
H 1.570 1.154 2.530 0.187
H 1.450 -0.080 3.792 0.212
H 0.139 -1.364 1.910 0.447
H -0.113 2.008 2.727 0.405
H -2.580 2.225 1.104 0.240
H -1.243 3.385 1.050 0.200
H -2.955 4.322 2.427 0.221
H -1.585 3.905 3.452 0.202
H -3.647 3.324 4.577 0.218
H -2.769 1.846 4.207 0.195
H -5.057 2.934 2.477 0.206
H -5.282 1.749 3.767 0.225
H -4.323 1.329 2.357 0.207
S 3.351 3.006 -3.383 0.322
C 2.187 1.943 -2.582 -0.091
C 0.956 2.440 -2.155 -0.258
C 0.055 1.575 -1.570 0.090
N 0.318 0.274 -1.398 -0.577
C 1.493 -0.210 -1.820 0.079
C 2.450 0.587 -2.407 -0.258
C 4.765 2.670 -2.339 -0.137
C 5.954 2.218 -2.884 -0.266
C 7.032 2.031 -2.025 0.054
N 6.977 2.269 -0.721 -0.397
C 5.832 2.714 -0.213 0.043
C 4.696 2.932 -0.977 -0.273
H 0.717 3.486 -2.287 0.247
H -0.918 1.911 -1.238 0.232
H 1.641 -1.275 -1.686 0.243
H 3.379 0.159 -2.757 0.249
H 6.040 2.019 -3.944 0.239
H 7.981 1.665 -2.401 0.208
H 5.830 2.912 0.854 0.200
H 3.788 3.310 -0.525 0.224
```

Output
Highest occupied orbital energy ... -10.344 eV
Frontier orbital gap ... 7.43 eV
Net charge ... +1
Lowest unoccupied orbital energy ... -2.917 eV